Entry 1:
Formula: C5H5NO
Source: OMol25
Level of theory: ωB97M-V with the def2-TZVPD basis set

Element x y z (Å)
O -2.089 -1.269 0.947
N 2.827 1.605 0.118
C 2.254 0.631 -0.141
C -1.909 -0.094 0.742
C -0.724 0.456 -0.027
C 0.204 -0.639 -0.451
C 1.537 -0.566 -0.482
H -0.215 1.213 0.584
H -1.122 1.000 -0.898
H 2.137 -1.422 -0.774
H -0.268 -1.578 -0.727
H -2.631 0.663 1.109

Results
- HOMO-LUMO gap (eV) = 10.75
- energy above the lowest of the compared OMol25 structures with the same formula, charge and spin (kcal per mole) = 25.8
- net charge = 0
- E_HOMO (Eh) = -0.38024
- E_tot (eV) = -8802.2986

Entry 2:
Formula: CH17NO6
Source: OMol25
Level of theory: ωB97M-V with the def2-TZVPD basis set

Element x y z (Å)
O -1.596 -2.830 -0.197
O -1.960 -0.080 -0.796
O 0.224 -0.542 -2.714
O 0.697 1.954 -1.943
O 1.883 -0.498 1.174
O 1.253 -2.737 -0.152
N -0.540 1.894 0.885
C -0.382 1.947 2.320
H -0.719 -2.735 -0.435
H 2.634 0.159 1.066
H -0.829 2.754 0.622
H -1.529 -3.125 0.742
H 0.617 2.776 -2.303
H -1.251 1.782 2.905
H -1.361 -0.171 -1.623
H 0.262 1.089 2.551
H 0.062 2.897 2.797
H 1.516 -2.012 0.373
H 0.140 1.972 -1.220
H -2.150 -1.046 -0.562
H 1.642 -3.471 0.228
H 0.721 0.229 -2.658
H -1.143 1.073 0.703
H 0.723 -1.260 -2.604
H 1.082 -0.019 0.841

Results
- HOMO-LUMO gap (eV) = 10.04
- energy above the lowest of the compared OMol25 structures with the same formula, charge and spin (kcal per mole) = 28.2
- net charge = 0
- E_HOMO (Eh) = -0.35048
- E_tot (eV) = -15087.4299

Entry 3:
Formula: C26H66BNO12
Source: OMol25
Level of theory: ωB97M-V with the def2-TZVPD basis set

Element x y z (Å)
O -4.130 -3.589 0.729
O 1.691 -0.445 -2.162
O -3.849 -1.414 2.013
O 2.973 2.962 3.760
O 3.096 2.506 0.085
O -8.997 -4.722 3.826
O 1.116 0.184 3.649
O -3.888 -3.586 4.700
O -3.273 -4.665 5.149
O 4.154 -0.669 -7.282
O 1.905 -4.280 -1.778
O -3.790 5.107 -0.394
N -8.228 -2.462 3.089
C 3.372 3.809 0.591
C 2.984 -0.185 -2.702
C -5.724 -3.303 2.853
C 3.683 3.564 5.976
C -1.935 3.905 -1.338
C 3.266 -1.165 -3.829
C 3.610 -0.411 -9.609
C -6.780 -2.020 2.934
C 4.308 4.533 -0.363
C -6.792 -4.410 2.249
C -2.070 6.410 -1.453
C -0.241 -5.361 -1.699
C -5.250 -4.011 4.259
C 1.256 3.577 5.326
C 4.023 -0.296 -1.598
C 2.066 4.567 0.768
C 1.854 -0.984 -7.907
C 2.683 3.821 4.860
C -0.610 -1.107 2.584
C -8.119 -3.997 3.129
C 0.189 0.187 2.567
C -2.386 5.172 -0.629
C 1.180 -5.114 0.357
C 0.756 -4.483 -0.959
C 3.307 -1.157 -8.319
C 0.943 0.355 1.258
B -4.551 -2.703 1.865
H 1.907 -4.477 0.872
H 0.311 -3.500 -0.770
H -8.698 -2.172 2.202
H 2.985 -0.775 -10.431
H 2.503 -1.082 -4.611
H -6.416 -1.050 3.501
H -4.236 5.044 -1.255
H -0.995 6.497 -1.638
H 5.028 -0.085 -1.978
H 3.529 -2.222 -8.449
H -4.477 -0.647 2.159
H -5.199 -5.191 4.095
H 0.320 -5.268 1.016
H 0.256 0.376 0.406
H 1.658 -0.463 1.109
H -2.450 3.788 -2.298
H 1.120 2.537 5.643
H 2.243 5.569 1.172
H -2.411 7.314 -0.936
H 3.439 0.665 -9.489
H 4.662 -0.534 -9.887
H -1.144 -5.522 -1.101
H 1.670 -6.079 0.189
H 2.974 0.837 -3.096
H 2.306 -5.148 -1.952
H 4.706 3.732 5.623
H -5.958 -3.813 5.173
H 0.198 -6.335 -1.940
H -1.138 -1.220 3.537
H 2.661 2.605 -0.779
H 2.783 4.852 4.505
H 1.621 0.071 -7.726
H 1.654 -1.516 -6.970
H 1.397 4.029 1.448
H -4.740 -3.469 -0.057
H 1.523 1.284 1.264
H 4.552 5.533 0.006
H -2.590 6.382 -2.417
H 3.965 0.276 -7.160
H 1.690 -1.350 -1.809
H 0.549 3.754 4.509
H 5.239 3.969 -0.491
H 0.050 -1.976 2.483
H 4.247 -0.980 -4.277
H -6.756 -1.648 1.804
H 3.235 -2.199 -3.466
H -0.529 -4.900 -2.650
H -0.856 3.917 -1.520
H 3.857 4.627 -1.358
H 0.997 4.234 6.162
H 2.886 2.044 4.065
H 3.861 3.686 1.564
H 3.496 4.221 6.832
H 1.177 -1.365 -8.678
H -1.344 -1.129 1.773
H -3.787 -5.071 5.913
H 1.536 4.663 -0.186
H -2.180 3.021 -0.739
H -6.838 -4.265 1.072
H 3.632 2.524 6.316
H -6.643 -5.544 2.500
H 4.020 -1.299 -1.156
H -1.893 5.243 0.346
H -0.485 1.037 2.715
H 1.719 -0.568 3.526
H 3.801 0.407 -0.788

Results
- HOMO-LUMO gap (eV) = 9.40
- net charge = 0
- E_HOMO (Eh) = -0.35479
- E_tot (eV) = -54763.7167

Entry 4:
Formula: C4H6FO3
Source: OMol25
Level of theory: ωB97M-V with the def2-TZVPD basis set

Element x y z (Å)
F 9.079 38.544 9.598
O 12.763 36.935 7.712
O 14.369 37.145 6.122
O 12.808 38.611 6.332
C 11.693 38.865 7.196
C 10.414 38.973 6.399
C 13.388 37.487 6.649
C 11.653 37.735 8.097
H 10.143 38.095 5.842
H 10.328 39.909 5.982
H 11.754 38.042 9.149
H 11.662 39.594 7.876
H 10.815 37.099 8.029
H 9.466 38.882 7.172

Results
- HOMO-LUMO gap (eV) = 7.71
- energy above the lowest of the compared OMol25 structures with the same formula, charge and spin (kcal per mole) = 0.0
- net charge = -1
- E_HOMO (Eh) = -0.15212
- E_tot (eV) = -13105.3191

Entry 5:
Formula: C12H30AlF2N3O7P
Source: OMol25
Level of theory: ωB97M-V with the def2-TZVPD basis set

Element x y z (Å)
P -6.053 -2.964 1.517
Al -9.658 -5.557 1.581
F -8.538 -5.908 -1.090
F -8.908 -6.131 4.403
O -10.030 -3.483 3.374
O -7.097 -4.042 1.799
O -9.915 -1.490 -1.297
O -9.259 -2.841 0.436
O -9.463 -0.604 0.710
O -9.580 -2.432 5.415
O -11.073 -1.577 4.144
N -4.612 -3.103 2.596
N -6.628 -1.336 1.890
N -5.402 -2.923 -0.070
C -4.066 -3.355 -0.363
C -7.247 -1.064 3.162
C -11.952 -1.641 2.962
C -9.552 0.698 0.047
C -4.028 -4.431 2.885
C -9.742 -2.403 -2.336
C -6.294 -2.977 -1.249
C -10.257 -2.643 4.258
C -6.013 -0.222 1.162
C -3.730 -1.998 2.847
C -8.548 -3.343 5.819
C -9.585 -1.732 -0.034
H -4.128 -4.311 -0.883
H -12.602 -0.766 2.987
H -12.446 -2.601 3.115
H -9.611 1.477 0.806
H -2.954 -1.868 2.092
H -7.904 -3.692 5.011
H -7.795 -1.963 3.444
H -3.351 -3.599 0.422
H -9.435 -1.812 -3.198
H -7.889 -2.927 6.581
H -6.889 -2.095 -1.485
H -3.551 -2.607 -0.966
H -11.304 -1.630 2.086
H -10.712 -2.815 -2.614
H -6.537 -0.051 0.222
H -4.252 -1.041 2.858
H -8.783 0.835 -0.713
H -3.144 -4.229 3.490
H -8.055 -0.353 2.991
H -4.983 -0.414 0.862
H -6.546 -0.823 3.962
H -9.178 -3.283 -2.029
H -3.271 -2.147 3.824
H -6.916 -3.872 -1.286
H -4.781 -5.068 3.348
H -3.799 -4.788 1.880
H -6.100 0.689 1.755
H -5.693 -3.082 -2.152
H -10.519 0.889 -0.419
H -9.032 -4.201 6.286

Results
- multiplicity = 2
- HOMO-LUMO gap (alpha / beta) (eV) = 3.05 / 2.93
- energy above the lowest of the compared OMol25 structures with the same formula, charge and spin (kcal per mole) = 5.1
- net charge = +2
- E_HOMO (alpha / beta) (Eh) = -0.56744 / -0.56474
- E_tot (eV) = -53029.1188

Entry 6:
Formula: C4H10O
Source: OMol25
Level of theory: ωB97M-V with the def2-TZVPD basis set

Element x y z (Å)
O 0.924 -0.578 0.333
C -1.070 -0.026 -0.842
C -0.753 0.290 1.758
C -0.255 -0.054 0.394
C 1.574 -0.963 -0.755
H -1.229 -1.049 -1.228
H 1.016 -1.143 -1.664
H -1.191 1.294 1.782
H 2.504 -1.465 -0.533
H 1.590 1.470 -0.898
H 0.073 0.255 2.474
H -0.551 0.521 -1.644
H 1.128 1.907 -0.493
H -1.529 -0.410 2.100
H -2.044 0.436 -0.664

Results
- HOMO-LUMO gap (alpha / beta) (eV) = 8.11 / 7.83
- energy above the lowest of the compared OMol25 structures with the same formula, charge and spin (kcal per mole) = 95.4
- net charge = 0
- E_HOMO (alpha / beta) (Eh) = -0.25870 / -0.24846
- E_tot (eV) = -6353.6646

Entry 7:
Formula: C19H29N5O5S
Source: OMol25
Level of theory: ωB97M-V with the def2-TZVPD basis set

Element x y z (Å)
S -0.567 2.132 -0.741
O 0.781 -3.601 -0.335
O -1.090 -0.361 2.107
O -4.185 0.433 1.516
O 3.233 0.747 2.803
O -1.639 -0.936 -2.592
N 2.125 -1.095 -1.302
N 2.710 -0.182 0.789
N -0.583 -1.075 -0.610
N 1.082 0.192 2.403
N -4.689 -0.118 0.384
C 4.102 -0.068 0.383
C -4.499 0.140 -2.031
C -2.375 2.393 -0.973
C -1.309 -2.288 -0.273
C 0.927 -3.984 1.013
C 1.746 -0.658 -0.063
C -4.130 0.478 -0.636
C 6.021 2.345 -1.968
C -3.214 1.470 -0.175
C 4.321 1.077 -0.606
C 0.416 -0.630 0.291
C 0.020 -0.268 1.624
C -0.878 -0.451 -1.773
C -2.661 2.170 2.273
C 5.794 1.201 -0.988
C -3.306 1.387 1.192
C -0.231 0.894 -2.031
C 2.396 0.300 2.055
C -0.560 -3.528 -0.778
H -3.346 2.934 2.642
H -2.574 2.289 -2.038
H 1.997 -4.082 1.190
H 5.705 3.289 -1.530
H -1.454 -2.311 0.807
H 5.454 2.185 -2.882
H -0.502 -3.492 -1.869
H 3.722 0.921 -1.505
H 0.849 0.505 3.338
H -4.808 1.037 -2.567
H 4.452 -1.021 -0.028
H -1.761 2.648 1.894
H -2.534 3.428 -0.670
H 1.459 -1.730 -1.721
H 0.439 -4.946 1.201
H 6.386 1.371 -0.087
H -5.317 -0.574 -2.021
H 7.074 2.422 -2.226
H 3.986 2.005 -0.139
H -1.112 -4.430 -0.482
H -3.650 -0.299 -2.552
H 0.853 0.811 -2.082
H 3.082 -1.390 -1.408
H -2.406 1.503 3.091
H -0.609 1.277 -2.980
H 4.664 0.132 1.299
H 0.516 -3.237 1.700
H -2.285 -2.246 -0.760
H 6.135 0.265 -1.437

Results
- HOMO-LUMO gap (eV) = 8.70
- energy above the lowest of the compared OMol25 structures with the same formula, charge and spin (kcal per mole) = 6.2
- net charge = 0
- E_HOMO (Eh) = -0.30391
- E_tot (eV) = -48697.8665

Entry 8:
Formula: C35H94BBrN26O17
Source: OMol25
Level of theory: ωB97M-V with the def2-TZVPD basis set

Element x y z (Å)
Br 0.017 -0.599 -5.336
O 0.612 3.598 -2.773
O -9.099 -5.577 -3.825
O 10.362 -2.567 -0.230
O 3.130 -1.933 -7.440
O 1.391 8.026 5.407
O -1.840 -2.512 -8.770
O 3.555 2.496 1.351
O -1.857 -5.222 3.986
O 3.809 1.919 -1.327
O 2.729 4.609 -2.415
O -4.529 -4.800 -0.893
O 5.230 -0.462 -0.748
O 1.792 -4.737 6.571
O -0.836 6.175 8.844
O 2.427 0.723 1.831
O 2.259 1.187 6.031
O -4.967 -1.855 2.702
N 1.786 -4.343 8.798
N -1.840 4.665 10.202
N 9.995 -0.372 -0.668
N 0.247 -4.383 3.997
N -6.146 -5.243 -2.420
N -0.889 5.886 2.667
N 0.723 0.818 4.405
N 0.076 0.969 6.607
N 0.844 -6.263 7.956
N 4.531 -1.695 -9.205
N -0.877 6.561 11.075
N -9.527 -7.018 -5.520
N 0.644 6.417 6.818
N 8.231 -1.799 -0.311
N 2.393 1.684 -3.994
N -6.667 -5.067 -0.192
N -0.041 0.419 -1.367
N -1.100 -4.624 -9.134
N -5.673 -3.495 4.109
N 2.263 -1.851 -9.537
N 0.009 -3.233 -7.676
N -3.883 -3.843 2.717
N 2.419 6.004 5.421
N -0.125 -6.563 4.590
N -8.479 -5.016 -5.931
N -0.841 -0.717 -1.066
C 0.903 0.545 -0.201
C 0.381 4.892 -3.339
C -1.092 4.973 -3.881
C 2.668 1.708 1.033
C -2.433 2.052 -3.054
C 9.581 -1.644 -0.391
C 5.382 3.808 -1.122
C -9.039 -5.852 -5.014
C 1.494 -5.092 7.699
C 1.476 6.891 5.855
C 4.046 -1.224 -0.526
C -0.278 0.770 -3.897
C 1.298 4.326 0.822
C 4.835 2.592 -1.988
C -3.214 -1.465 -0.821
C -0.656 -5.375 4.178
C 1.102 1.003 5.697
C 1.709 1.901 -0.209
C -1.823 0.728 -3.663
C -4.515 -1.107 0.003
C 3.294 -1.833 -8.647
C 0.638 0.373 -2.690
C -1.162 5.824 9.966
C 1.192 4.425 2.372
C -0.274 4.546 2.890
C 2.439 2.069 -1.605
C 3.154 -1.387 -1.804
C 2.102 0.942 -2.707
C 3.178 -0.211 -2.820
C 0.688 2.984 0.253
C -5.702 -5.022 -1.153
C -5.325 0.052 -0.702
C -2.136 -0.392 -0.442
C -1.032 -3.396 -8.541
C -4.845 -2.991 3.144
B 1.949 3.445 -2.307
H 2.953 -0.683 -3.813
H 6.414 3.582 -0.777
H 4.221 0.138 -2.937
H 1.551 -4.612 9.734
H -2.067 4.097 9.405
H -1.241 5.957 -4.378
H 4.691 -1.611 -10.191
H 2.158 1.080 -4.791
H -5.169 -1.986 0.130
H -6.376 -4.907 0.757
H 1.443 0.835 3.691
H 10.985 -0.218 -0.735
H -5.075 0.154 -1.781
H -6.398 -2.891 4.450
H -0.046 1.731 -4.379
H 0.316 1.102 7.572
H -0.378 7.421 10.937
H -3.763 -4.775 3.068
H 7.888 -2.721 -0.109
H -7.108 -5.427 -2.653
H 5.494 4.698 -1.787
H 2.357 4.459 0.505
H 2.264 -3.472 8.645
H -0.062 7.039 7.162
H 0.241 0.545 0.689
H 0.855 -6.707 4.751
H 4.682 2.997 -3.010
H -2.005 -0.510 0.657
H -1.290 4.132 -4.575
H 0.699 5.492 7.196
H -2.266 0.680 -4.683
H -8.419 -5.222 -6.911
H 4.381 -2.260 -0.258
H -1.808 4.940 -3.028
H 2.544 5.227 -1.691
H 7.571 -1.053 -0.441
H 2.382 -1.770 -10.529
H -1.724 2.608 -2.408
H -9.948 -7.659 -4.871
H 3.568 -2.278 -2.336
H -7.635 -5.247 -0.383
H 3.409 1.747 -4.096
H 1.335 -1.953 -9.163
H 1.540 -0.340 -0.062
H -0.763 -7.326 4.732
H 0.701 5.157 0.370
H 3.051 6.321 4.708
H -9.489 -7.264 -6.491
H 0.592 -6.570 8.877
H -1.135 6.291 12.005
H 1.761 3.588 2.832
H -0.245 4.403 3.995
H 1.232 -4.493 4.152
H -2.117 4.357 11.114
H 0.441 5.719 -2.595
H -0.612 1.278 -1.343
H -1.398 5.800 1.786
H -6.406 -0.177 -0.626
H -0.884 0.819 6.360
H -4.153 -0.728 0.971
H -1.853 -4.780 -9.779
H 0.094 -2.343 -7.218
H 2.124 -1.710 -1.523
H -0.446 -5.363 -8.960
H -3.292 1.731 -2.424
H 5.316 -1.678 -8.579
H -5.590 -4.420 4.485
H 2.510 5.068 5.770
H -2.196 -0.184 -3.163
H -0.183 3.161 -0.422
H 1.707 5.370 2.669
H -1.012 -1.312 -1.872
H 5.714 1.907 -2.073
H -2.871 -2.501 -0.628
H -0.120 6.545 2.546
H 0.809 -0.718 -2.863
H -5.463 -5.217 -3.155
H -8.109 -4.146 -5.592
H -3.517 -1.405 -1.890
H 3.455 -0.888 0.357
H -2.803 2.742 -3.830
H -0.103 -3.492 3.693
H 0.610 -6.840 7.169
H -2.570 0.590 -0.726
H -3.257 -3.508 2.008
H -5.159 1.013 -0.170
H -0.953 3.766 2.478
H 1.013 5.102 -4.229
H 0.202 2.557 1.168
H 4.697 4.084 -0.303
H 0.685 -3.947 -7.474
H 9.371 0.400 -0.804
H -0.228 0.668 4.126
H 5.438 -0.014 0.088

Results
- HOMO-LUMO gap (eV) = 7.61
- net charge = 0
- E_HOMO (Eh) = -0.27225
- E_tot (eV) = -182098.2584

Entry 9:
Formula: C4H10O
Source: OMol25
Level of theory: ωB97M-V with the def2-TZVPD basis set

Element x y z (Å)
O -1.129 -1.870 0.428
C 0.180 0.116 0.271
C 1.396 -0.497 -0.425
C -1.107 -0.579 -0.160
C 0.111 1.627 0.053
H 2.328 -0.107 -0.002
H 1.390 -0.257 -1.497
H 0.269 -0.070 1.350
H 1.399 -1.586 -0.319
H -2.025 -2.216 0.351
H -0.765 2.063 0.548
H 0.062 1.889 -1.012
H 1.002 2.107 0.469
H -1.140 -0.649 -1.260
H -1.982 0.011 0.156

Results
- HOMO-LUMO gap (eV) = 11.29
- energy above the lowest of the compared OMol25 structures with the same formula, charge and spin (kcal per mole) = 5.9
- net charge = 0
- E_HOMO (Eh) = -0.37791
- E_tot (eV) = -6357.5458